Formula: C18H49Mn2NO22S6
Source: OMol25
Level of theory: ωB97M-V/def2-TZVPD

Positions of all 98 atoms, in Å:
Mn 2.639 0.303 1.538
Mn 1.343 2.423 -1.117
N 4.134 2.927 0.482
O 4.038 1.905 1.151
O 3.050 3.429 0.156
O 5.155 3.441 0.112
O 1.673 0.731 -0.142
H 1.161 -0.067 -0.376
O -1.245 2.644 2.700
S -0.916 3.486 1.534
O -0.069 3.006 0.411
O -2.412 3.848 0.855
C -2.474 4.730 -0.290
C -3.897 5.083 -0.707
C -0.419 5.153 2.171
H -2.067 4.195 -1.147
H -1.842 5.618 -0.248
H -3.914 5.602 -1.665
H -4.452 5.683 0.015
H -4.472 4.170 -0.862
H 0.296 4.995 2.979
H -1.359 5.615 2.471
H -0.006 5.519 1.231
O 0.386 -1.951 -0.771
S 0.884 -2.726 -1.879
O 1.857 -3.825 -1.703
O -0.437 -3.286 -2.766
C -1.441 -2.353 -3.197
C -2.739 -3.153 -3.173
C 1.624 -1.599 -3.105
H -1.063 -2.029 -4.167
H -1.494 -1.454 -2.582
H -3.532 -2.523 -3.575
H -3.055 -3.396 -2.158
H -2.695 -4.119 -3.676
H 1.031 -0.684 -3.098
H 1.717 -2.122 -4.056
H 2.587 -1.363 -2.650
O -3.296 -1.599 1.581
S -3.485 -0.705 0.429
O -3.883 -1.229 -0.837
O -4.516 0.529 0.788
C -4.720 0.722 2.158
C -5.405 2.016 2.320
C -2.018 0.405 0.302
H -3.824 0.719 2.778
H -5.379 -0.065 2.525
H -5.722 2.383 3.297
H -6.297 1.978 1.694
H -4.840 2.858 1.921
H -1.591 0.540 1.295
H -2.360 1.320 -0.182
H -1.300 -0.037 -0.389
O 0.071 1.507 -2.498
S -0.947 1.469 -3.531
O -0.837 0.435 -4.566
O -2.385 1.301 -2.799
C -3.530 0.955 -3.579
C -4.821 1.302 -2.780
C -1.180 3.125 -4.339
H -3.438 -0.113 -3.776
H -3.535 1.443 -4.554
H -4.743 0.827 -1.802
H -5.690 0.968 -3.346
H -4.889 2.371 -2.578
H -1.897 3.176 -5.159
H -0.215 3.373 -4.782
H -1.512 3.849 -3.594
O 3.878 -0.977 0.530
S 5.000 -1.637 -0.141
O 5.121 -1.637 -1.562
O 6.492 -1.211 0.556
C 7.785 -1.755 0.126
C 8.695 -1.871 1.392
C 4.950 -3.413 0.393
H 8.131 -0.970 -0.546
H 7.664 -2.718 -0.370
H 8.863 -0.860 1.762
H 9.678 -2.280 1.156
H 8.134 -2.422 2.147
H 4.220 -4.053 -0.103
H 4.855 -3.291 1.472
H 5.941 -3.849 0.264
O 1.250 -1.281 1.900
S 1.058 -2.658 2.322
O 1.777 -3.743 1.674
O 1.361 -2.716 3.995
C 1.465 -3.957 4.619
C 1.331 -3.752 6.116
C -0.740 -3.078 2.371
H 2.415 -4.450 4.413
H 0.735 -4.627 4.165
H 2.237 -3.334 6.555
H 1.111 -4.682 6.640
H 0.568 -3.029 6.405
H -0.968 -4.010 2.888
H -1.112 -3.168 1.351
H -1.293 -2.251 2.817

Values from the calculation:
E: -7115.70854 Ha
Kohn-Sham gap (spin up / spin down): 9.02 / 8.88 eV
LUMO level (spin up / spin down): -5.8 / -6.2 eV
E_HOMO (spin up / spin down): -14.862 / -15.049 eV
net charge: +2
molar mass: 933.9 g mol⁻¹
spin multiplicity: 11



Formula: C3H5Cl2N2
Source: OMol25
Level of theory: ωB97M-V/def2-TZVPD

Positions of all 12 atoms, in Å:
C -1.167 0.381 0.583
C 0.341 -0.885 -0.541
C 0.987 0.452 -0.122
N -0.941 -0.823 0.120
N -0.139 1.176 0.419
Cl 0.078 -0.958 -2.330
Cl 2.214 0.209 1.185
H -2.094 0.684 1.046
H 0.920 -1.765 -0.253
H 1.474 0.983 -0.942
H -1.614 -1.576 0.071
H -0.059 2.123 0.765

Values from the calculation:
E: -1146.97199 Ha
Kohn-Sham gap: 11.01 eV
LUMO level: -4.5 eV
E_HOMO: -15.475 eV
net charge: +1
molar mass: 140.0 g mol⁻¹
spin multiplicity: 1



Formula: C2H33NO17
Source: OMol25
Level of theory: ωB97M-V/def2-TZVPD

Positions of all 53 atoms, in Å:
O -1.976 -2.376 -1.270
C -1.709 -2.826 -0.181
N -0.556 -2.470 0.534
C 0.460 -1.677 0.024
O 0.411 -1.179 -1.073
H -2.270 -3.598 0.326
H -0.444 -2.922 1.440
H 1.330 -1.573 0.670
H 3.548 -1.339 -2.115
H 2.512 -2.444 -2.117
O 2.986 -1.842 -1.510
H -1.937 -1.360 -3.260
H -1.155 -1.404 -4.555
O -1.333 -0.813 -3.805
H 3.665 -0.727 0.593
H 2.822 0.510 0.443
O 3.293 -0.026 1.146
H 1.112 4.530 0.176
H 2.550 3.974 0.409
O 1.994 4.453 -0.207
H -2.155 0.648 2.362
H -2.868 1.223 1.177
O -2.130 1.469 1.848
H -3.656 -1.804 2.014
H -2.366 -2.140 2.368
O -2.775 -1.642 1.634
H -0.582 2.547 -0.067
H -0.451 2.691 -1.614
O -0.301 3.122 -0.773
H 1.190 0.134 4.367
H 1.581 0.643 2.979
O 0.996 0.018 3.426
H 1.480 2.059 -0.616
H 1.151 1.790 0.963
O 1.503 1.454 0.126
H 0.749 -1.828 3.494
H 0.663 -3.433 3.290
O 0.187 -2.602 3.287
H 0.716 -1.844 -2.901
H 0.247 -3.169 -2.488
O 0.967 -2.789 -3.010
H -0.766 3.384 2.993
H -0.988 2.662 1.612
O -0.349 3.210 2.140
H -1.726 0.741 -2.577
H -0.961 0.226 -1.459
O -1.562 0.978 -1.648
H 2.647 1.310 -2.409
H 2.182 2.767 -2.746
O 2.792 2.054 -2.995
H -4.061 1.014 -0.053
H -3.067 0.010 -0.599
O -3.588 0.206 0.207

Values from the calculation:
E: -1429.81931 Ha
Kohn-Sham gap: 9.82 eV
LUMO level: -0.1 eV
E_HOMO: -9.933 eV
molar mass: 343.3 g mol⁻¹
spin multiplicity: 1



Formula: C3H10NOS
Source: OMol25
Level of theory: ωB97M-V/def2-TZVPD

Positions of all 16 atoms, in Å:
C 1.319 0.115 -0.692
C 1.603 -0.111 0.875
S 3.262 0.423 1.337
H 1.901 -0.408 -1.403
H 1.551 1.218 -0.984
H 0.319 -0.182 -1.009
H 0.911 0.351 1.491
H 1.663 -1.242 1.057
H 4.133 -0.260 0.542
N -2.751 0.901 -0.016
C -2.250 -0.443 -0.469
O -1.222 -1.049 0.188
H -3.135 0.590 0.882
H -1.959 1.578 0.082
H -3.215 -1.081 -0.293
H -2.131 -0.402 -1.586

Values from the calculation:
E: -648.43938 Ha
Kohn-Sham gap: 5.70 eV
LUMO level: 3.1 eV
E_HOMO: -2.613 eV
net charge: -1
molar mass: 108.2 g mol⁻¹
spin multiplicity: 1



Formula: C30H25Br2GaN2O5PSSbSe4
Source: OMol25
Level of theory: ωB97M-V/def2-TZVPD

Positions of all 72 atoms, in Å:
Ga 11.832 10.121 11.984
O 11.024 16.080 11.107
S 14.538 11.792 13.149
O 15.674 12.284 12.363
O 13.465 11.210 12.247
C 15.326 10.317 14.067
C 15.130 10.299 15.427
C 16.039 9.708 16.276
C 17.287 9.214 15.795
C 17.441 9.144 14.459
C 16.497 9.666 13.550
P 16.969 9.762 11.836
C 17.868 8.193 11.348
C 17.192 7.363 10.455
C 17.593 6.037 10.220
C 18.866 5.649 10.754
C 19.652 6.576 11.437
C 19.127 7.842 11.758
C 18.286 10.980 11.859
C 18.440 11.922 12.882
C 19.323 13.013 12.712
C 20.233 13.007 11.677
C 20.179 11.955 10.711
C 19.147 11.008 10.712
H 14.258 10.806 15.885
H 15.806 9.749 17.325
H 17.984 8.760 16.545
H 18.399 8.790 14.174
H 16.227 7.684 10.069
H 16.924 5.352 9.783
H 19.312 4.643 10.533
H 20.605 6.245 11.756
H 19.781 8.560 12.310
H 17.667 11.906 13.672
H 19.394 13.833 13.488
H 21.066 13.728 11.582
H 20.949 11.971 9.951
H 19.172 10.189 9.939
C 12.552 6.214 13.174
C 12.017 7.647 13.324
O 12.044 8.292 12.115
O 11.548 8.161 14.350
H 13.309 6.153 12.382
H 11.664 5.608 12.890
H 12.959 5.954 14.188
Br 9.663 9.265 9.659
C 11.501 9.699 9.214
C 11.649 9.595 7.770
C 12.945 9.654 7.268
C 14.036 9.885 8.139
C 13.808 9.948 9.517
N 12.522 9.908 10.034
H 10.840 9.337 7.084
H 13.068 9.476 6.148
H 15.053 9.924 7.678
H 14.610 10.127 10.239
Se 13.881 15.962 9.580
Sb 10.374 17.940 11.608
Se 12.906 18.666 11.584
Se 10.359 17.258 14.179
Se 12.740 16.023 11.531
Br 8.321 8.457 12.890
C 8.884 10.217 13.161
C 7.928 11.009 13.738
C 8.007 12.404 13.763
C 9.190 12.962 13.215
C 10.173 12.138 12.672
N 10.033 10.771 12.565
H 7.050 10.513 14.095
H 7.356 13.004 14.358
H 9.401 14.084 13.363
H 11.149 12.613 12.205

Values from the calculation:
E: -19302.12600 Ha
Kohn-Sham gap: 3.89 eV
LUMO level: -2.1 eV
E_HOMO: -5.964 eV
molar mass: 1223.7 g mol⁻¹
spin multiplicity: 1



Formula: C6H9N
Source: OMol25
Level of theory: ωB97M-V/def2-TZVPD

Positions of all 16 atoms, in Å:
C -0.850 -0.609 1.496
C -1.571 0.711 0.911
C -0.263 0.343 0.405
C 0.794 1.384 0.653
C 0.805 -1.564 -1.065
C -0.215 -0.351 -0.975
N -2.147 -0.414 1.417
H -1.712 1.566 1.402
H 1.218 1.423 1.652
H 0.273 2.241 0.304
H 1.544 1.285 -0.092
H 1.704 -1.244 -1.436
H 0.393 -2.454 -1.582
H 1.117 -1.869 -0.069
H -1.148 -0.866 -1.176
H 0.059 0.418 -1.845

Values from the calculation:
E: -288.58972 Ha
Kohn-Sham gap: 9.20 eV
LUMO level: 0.7 eV
E_HOMO: -8.512 eV
molar mass: 95.1 g mol⁻¹
spin multiplicity: 1



Formula: Cl2H3NSi
Source: OMol25
Level of theory: ωB97M-V/def2-TZVPD

Positions of all 7 atoms, in Å:
N 1.357 -0.428 0.442
Si -1.902 0.118 -0.294
Cl -3.299 -1.167 0.221
Cl -2.569 1.951 0.160
H 1.747 -0.584 1.386
H 1.140 -1.254 -0.119
H -1.056 -0.252 -1.477

Values from the calculation:
E: -1266.37356 Ha
Kohn-Sham gap (spin up / spin down): 10.49 / 6.65 eV
LUMO level (spin up / spin down): -0.4 / -0.6 eV
E_HOMO (spin up / spin down): -10.867 / -7.280 eV
molar mass: 116.0 g mol⁻¹
spin multiplicity: 1



Formula: C37H43BrF9N2O28S
Source: OMol25
Level of theory: ωB97M-V/def2-TZVPD

Positions of all 121 atoms, in Å:
C 2.086 -1.002 0.742
C 0.976 -0.482 -0.328
C -0.341 -1.376 0.028
C 1.375 -0.888 -1.820
C 1.971 0.281 -2.745
Br 3.992 0.149 -2.905
N 1.463 -0.010 -4.162
C 2.113 -1.034 -4.630
S 2.573 -2.590 -5.012
C 1.472 1.762 -2.403
C 1.427 1.932 -0.813
C 0.724 3.382 -0.550
C 2.907 2.081 -0.212
N 0.560 0.935 -0.122
O -0.624 1.037 -0.744
H 3.072 -1.054 0.190
H 1.853 -2.035 1.145
H 2.213 -0.247 1.593
H -0.938 -0.922 0.897
H -0.064 -2.435 0.358
H -1.002 -1.509 -0.902
H 0.524 -1.393 -2.398
H 2.196 -1.691 -1.741
H 0.443 1.955 -2.880
H 2.179 2.533 -2.878
H 0.400 3.851 -1.540
H -0.097 3.336 0.232
H 1.528 4.103 -0.123
H 3.521 1.127 -0.221
H 3.433 2.911 -0.800
H 2.876 2.434 0.882
C -4.213 0.211 0.894
C -4.643 -1.211 1.065
O -4.590 -1.397 2.466
C -4.835 -0.171 3.004
O -5.135 0.012 4.148
O -4.705 0.821 2.082
F -3.762 -2.056 0.483
H -3.126 0.321 0.853
H -4.646 0.673 0.007
H -5.653 -1.423 0.704
C 0.093 -5.994 1.751
C -0.731 -5.326 2.807
O 0.237 -4.685 3.613
C 1.277 -4.402 2.780
O 2.152 -3.632 3.036
O 1.190 -5.100 1.612
F -1.388 -6.240 3.564
H 0.462 -6.975 2.063
H -0.446 -6.104 0.810
H -1.439 -4.586 2.424
C -5.430 -4.008 4.750
C -6.684 -4.758 5.073
O -7.515 -4.487 3.962
C -6.668 -4.289 2.913
O -7.005 -4.301 1.767
O -5.389 -4.082 3.330
F -7.275 -4.263 6.186
H -5.474 -2.960 5.058
H -4.545 -4.466 5.192
H -6.549 -5.838 5.175
C 8.514 -0.915 0.135
C 8.248 -1.197 -1.310
O 6.881 -1.558 -1.321
C 6.319 -0.887 -0.277
O 5.143 -0.732 -0.134
O 7.262 -0.409 0.580
F 8.977 -2.254 -1.744
H 8.763 -1.817 0.701
H 9.308 -0.181 0.277
H 8.407 -0.341 -1.972
C 11.780 -3.205 -4.761
C 10.773 -2.621 -5.701
O 10.222 -1.552 -4.958
C 11.214 -1.142 -4.118
O 11.210 -0.100 -3.534
O 12.213 -2.063 -4.033
F 9.788 -3.509 -5.974
H 11.340 -3.931 -4.071
H 12.612 -3.677 -5.283
H 11.196 -2.239 -6.634
C -8.029 0.517 5.761
C -8.294 1.799 5.039
O -9.181 2.479 5.906
C -8.872 2.041 7.160
O -9.221 2.583 8.165
O -8.109 0.912 7.124
F -8.929 1.575 3.861
H -8.787 -0.245 5.559
H -7.046 0.104 5.528
H -7.404 2.412 4.868
C 1.822 7.927 1.711
C 1.991 6.616 2.413
O 2.496 5.769 1.399
C 3.183 6.588 0.553
O 3.963 6.203 -0.265
O 2.876 7.899 0.759
F 0.798 6.129 2.827
H 0.864 8.005 1.190
H 1.924 8.777 2.386
H 2.692 6.642 3.252
C -4.567 4.658 -1.097
C -5.592 3.914 -0.301
O -5.064 3.938 1.009
C -4.326 5.082 1.084
O -3.953 5.574 2.104
O -4.074 5.599 -0.152
F -5.682 2.622 -0.707
H -3.747 4.016 -1.432
H -4.996 5.161 -1.964
H -6.585 4.373 -0.305
C -1.148 -0.870 -6.247
C -1.392 -1.151 -7.696
O -2.763 -1.495 -7.731
C -3.336 -0.815 -6.698
O -4.511 -0.645 -6.576
O -2.401 -0.347 -5.824
F -0.669 -2.217 -8.116
H -0.921 -1.775 -5.676
H -0.347 -0.147 -6.092
H -1.210 -0.298 -8.357

Values from the calculation:
E: -7522.84091 Ha
Kohn-Sham gap (spin up / spin down): 9.11 / 8.85 eV
LUMO level (spin up / spin down): -0.5 / -0.7 eV
E_HOMO (spin up / spin down): -9.571 / -9.570 eV
molar mass: 1246.7 g mol⁻¹
spin multiplicity: 2